#P
{
  "formula": "C39H46OP2Zn",
  "method": "ωB97M-V/def2-TZVPD",
  "orbital_gap_ev": 7.74,
  "e_homo_ev": -7.74,
  "species": ["Zn", "C", "C", "C", "C", "C", "C", "C", "C", "C", "H", "H", "H", "H", "H", "H", "H", "H", "H", "H", "H", "H", "H", "H", "H", "P", "P", "C", "C", "C", "C", "C", "C", "C", "C", "C", "C", "C", "C", "C", "C", "C", "C", "C", "C", "C", "C", "C", "C", "C", "C", "C", "C", "H", "H", "H", "H", "H", "H", "H", "H", "H", "H", "H", "H", "H", "H", "H", "H", "H", "H", "H", "H", "H", "H", "C", "C", "C", "C", "O", "H", "H", "H", "H", "H", "H", "H", "H", "H"],
  "xyz": [[-2.86842, -5.30591, -1.67343], [0.21830, -5.88444, 1.89129], [0.27638, -4.58128, 2.14612], [1.40634, -3.65523, 1.77233], [1.35287, -2.98679, 0.37787], [0.96002, -3.84764, -0.78556], [1.24869, -5.14436, -0.91812], [2.04167, -5.96041, 0.04291], [1.26888, -6.67976, 1.17782], [-2.61455, -3.75442, -2.76081], [-0.65265, -6.47878, 2.20076], [-0.55910, -4.09611, 2.66932], [2.38044, -4.14687, 1.89425], [1.35325, -2.82141, 2.48862], [0.65034, -2.13214, 0.41110], [2.35464, -2.55204, 0.20524], [0.36914, -3.33620, -1.55782], [0.86868, -5.69238, -1.79027], [2.85651, -5.37961, 0.49314], [2.52281, -6.75454, -0.54884], [0.78803, -7.57603, 0.76101], [2.03711, -7.05091, 1.88152], [-3.51359, -3.77865, -3.38664], [-1.73706, -3.74606, -3.41338], [-2.60700, -2.83290, -2.18272], [-0.76220, 4.70291, 1.51500], [0.39130, 4.91965, -1.54706], [1.00571, 4.91186, 1.17457], [1.47543, 5.02267, -0.10025], [-0.99291, 5.81971, 2.96257], [0.04349, 6.22176, 3.82066], [-0.24416, 7.01905, 4.93952], [-1.54405, 7.44260, 5.18900], [-2.57374, 7.08761, 4.31427], [-2.30211, 6.29312, 3.19680], [-0.73660, 3.03303, 2.28120], [-0.49888, 1.94859, 1.41404], [-0.40927, 0.65556, 1.92540], [-0.55606, 0.43240, 3.30257], [-0.82858, 1.50638, 4.15806], [-0.94404, 2.80430, 3.64809], [1.03407, 6.44488, -2.43375], [0.69212, 7.69203, -1.87353], [1.23591, 8.85972, -2.40290], [2.10181, 8.80801, -3.49651], [2.39276, 7.57785, -4.08477], [1.84234, 6.39628, -3.57821], [1.20577, 3.57538, -2.48137], [0.44985, 2.98642, -3.51764], [1.02903, 2.02821, -4.34836], [2.35618, 1.63148, -4.13855], [3.09163, 2.17446, -3.08104], [2.50780, 3.12621, -2.23429], [1.67673, 4.92361, 2.04185], [2.52487, 5.28750, -0.29519], [1.06903, 5.91422, 3.63348], [0.57098, 7.29493, 5.60845], [-1.75853, 8.05323, 6.06235], [-3.59127, 7.42095, 4.49873], [-3.10077, 6.02621, 2.50236], [-0.36486, 2.13476, 0.34554], [-0.22408, -0.18639, 1.25202], [-0.47619, -0.58287, 3.70297], [-0.95714, 1.33762, 5.22964], [-1.16470, 3.63575, 4.31572], [0.03202, 7.72834, -1.00174], [0.98698, 9.81411, -1.94917], [2.53177, 9.72018, -3.89536], [3.05332, 7.52470, -4.94371], [2.08033, 5.43893, -4.04970], [-0.58033, 3.30617, -3.67357], [0.44611, 1.59309, -5.16289], [2.81218, 0.88989, -4.79506], [4.12420, 1.86275, -2.90824], [3.07997, 3.52857, -1.40149], [-3.71824, -8.07337, -1.29399], [-2.29472, -7.96691, -0.73493], [-2.23974, -8.73827, 0.58567], [-1.30056, -8.63173, -1.68943], [-2.00531, -6.60483, -0.57999], [-4.00554, -9.11982, -1.43388], [-3.78752, -7.55246, -2.26065], [-4.40842, -7.58242, -0.59040], [-2.51688, -9.78983, 0.38558], [-1.23386, -8.76937, 1.02238], [-2.94986, -8.35176, 1.33012], [-1.30678, -8.14065, -2.67167], [-0.28305, -8.60473, -1.27671], [-1.58444, -9.68736, -1.82832]],
  "lowdin_charge": [0.911, -0.115, -0.108, -0.199, -0.188, -0.113, -0.113, -0.199, -0.179, -0.265, 0.099, 0.102, 0.100, 0.099, 0.087, 0.119, 0.093, 0.103, 0.099, 0.109, 0.084, 0.119, -0.043, -0.018, -0.028, 0.996, 0.996, -0.329, -0.355, -0.399, -0.093, -0.086, -0.094, -0.087, -0.108, -0.374, -0.104, -0.084, -0.091, -0.086, -0.086, -0.359, -0.110, -0.094, -0.095, -0.089, -0.086, -0.419, -0.113, -0.089, -0.090, -0.082, -0.093, 0.064, 0.078, 0.085, 0.103, 0.101, 0.101, 0.097, 0.095, 0.085, 0.098, 0.103, 0.097, 0.102, 0.100, 0.099, 0.100, 0.100, 0.098, 0.103, 0.101, 0.104, 0.090, -0.079, -0.770, -0.049, -0.047, -0.330, 0.087, 0.059, 0.085, 0.086, 0.070, 0.087, 0.082, 0.076, 0.085]
}

#Q
{
  "formula": "C39H46OP2Zn",
  "method": "ωB97M-V/def2-TZVPD",
  "orbital_gap_ev": 8.08,
  "e_homo_ev": -7.72,
  "species": ["Zn", "C", "C", "C", "C", "C", "C", "C", "C", "C", "H", "H", "H", "H", "H", "H", "H", "H", "H", "H", "H", "H", "H", "H", "H", "P", "P", "C", "C", "C", "C", "C", "C", "C", "C", "C", "C", "C", "C", "C", "C", "C", "C", "C", "C", "C", "C", "C", "C", "C", "C", "C", "C", "H", "H", "H", "H", "H", "H", "H", "H", "H", "H", "H", "H", "H", "H", "H", "H", "H", "H", "H", "H", "H", "H", "C", "C", "C", "C", "O", "H", "H", "H", "H", "H", "H", "H", "H", "H"],
  "xyz": [[1.36799, 0.13353, 5.87031], [-2.70830, 0.03299, 5.55394], [-2.63486, -0.30509, 4.26489], [-2.83269, 0.65101, 3.12682], [-1.56310, 1.34609, 2.57387], [-0.52228, 1.77584, 3.56994], [-0.80505, 2.28283, 4.77941], [-2.18511, 2.57930, 5.28858], [-2.88698, 1.42653, 6.08023], [2.75048, 0.18932, 4.55734], [-2.60115, -0.72021, 6.34188], [-2.44950, -1.34624, 3.98147], [-3.55819, 1.41608, 3.41843], [-3.26567, 0.08848, 2.28684], [-1.07491, 0.66031, 1.86508], [-1.90140, 2.21809, 1.98740], [0.52026, 1.69750, 3.22852], [-0.00306, 2.57724, 5.47460], [-2.84195, 2.90874, 4.46656], [-2.10134, 3.41212, 6.01175], [-2.50527, 1.41671, 7.11703], [-3.96158, 1.69261, 6.13694], [3.58947, -0.32501, 5.05644], [3.06170, 1.18417, 4.21242], [2.44689, -0.42233, 3.69015], [0.08337, -2.26021, -4.54325], [2.04217, 0.42581, -4.79273], [-0.51527, -0.65743, -5.13947], [0.29433, 0.42773, -5.25763], [-0.77513, -3.45647, -5.64225], [-1.96222, -3.16084, -6.32495], [-2.57548, -4.14259, -7.11628], [-2.00809, -5.41268, -7.22694], [-0.80791, -5.70758, -6.56274], [-0.18212, -4.73211, -5.78697], [-0.84919, -2.41554, -2.95043], [-0.49167, -1.54784, -1.89893], [-1.22279, -1.54574, -0.70964], [-2.32740, -2.39845, -0.56418], [-2.67091, -3.27419, -1.59906], [-1.92570, -3.29492, -2.78018], [2.73890, 1.18245, -6.33658], [2.69761, 0.39726, -7.50577], [3.05439, 0.94511, -8.73978], [3.46786, 2.28554, -8.81541], [3.54355, 3.05597, -7.65192], [3.20050, 2.50332, -6.41385], [2.11849, 1.82106, -3.59919], [3.25461, 1.88863, -2.75934], [3.42197, 2.97688, -1.90719], [2.46066, 3.99434, -1.86307], [1.31212, 3.90351, -2.65797], [1.12987, 2.80334, -3.50460], [-1.57344, -0.58778, -5.40553], [-0.06934, 1.35899, -5.70799], [-2.42469, -2.17997, -6.23844], [-3.50686, -3.90321, -7.63334], [-2.50064, -6.17712, -7.83190], [-0.36758, -6.69927, -6.65149], [0.76026, -4.95161, -5.28369], [0.34783, -0.86579, -2.02842], [-0.93864, -0.88241, 0.10830], [-2.92307, -2.36923, 0.35116], [-3.53013, -3.93969, -1.49367], [-2.20537, -3.97831, -3.58201], [2.35894, -0.63638, -7.44775], [3.01479, 0.33530, -9.64295], [3.72126, 2.72313, -9.78491], [3.86453, 4.10018, -7.70712], [3.26379, 3.11808, -5.51638], [3.99774, 1.09227, -2.79181], [4.30870, 3.04242, -1.27398], [2.60078, 4.85805, -1.21169], [0.55666, 4.68805, -2.62990], [0.21992, 2.73062, -4.10168], [1.40168, -0.98100, 8.75307], [0.17423, -0.14445, 8.39108], [-1.02670, -0.76022, 9.09628], [0.35163, 1.31334, 8.80958], [-0.04216, -0.17291, 6.99800], [1.54692, -1.00476, 9.83980], [2.33639, -0.60514, 8.31615], [1.26476, -2.01744, 8.41702], [-0.89176, -0.74125, 10.18708], [-1.96534, -0.24410, 8.86643], [-1.14563, -1.80816, 8.80082], [1.23940, 1.77281, 8.35157], [-0.50913, 1.91666, 8.48841], [0.44933, 1.42528, 9.89942]],
  "lowdin_charge": [0.887, -0.123, -0.111, -0.198, -0.181, -0.120, -0.134, -0.183, -0.177, -0.273, 0.096, 0.104, 0.098, 0.103, 0.086, 0.120, 0.092, 0.093, 0.103, 0.111, 0.087, 0.119, -0.030, -0.020, -0.018, 1.000, 0.994, -0.330, -0.354, -0.406, -0.098, -0.085, -0.091, -0.088, -0.108, -0.363, -0.102, -0.083, -0.091, -0.087, -0.090, -0.370, -0.111, -0.089, -0.095, -0.090, -0.088, -0.410, -0.109, -0.091, -0.089, -0.082, -0.098, 0.061, 0.075, 0.087, 0.103, 0.102, 0.102, 0.098, 0.094, 0.084, 0.098, 0.103, 0.097, 0.099, 0.101, 0.101, 0.103, 0.098, 0.099, 0.103, 0.101, 0.102, 0.091, -0.065, -0.760, -0.047, -0.050, -0.340, 0.087, 0.067, 0.088, 0.087, 0.076, 0.087, 0.074, 0.077, 0.086]
}

Relative energies in kJ/mol: #P 53.6; #Q 0.0

#P
{
  "formula": "H3O3PS",
  "method": "ωB97M-V/def2-TZVPD",
  "orbital_gap_ev": 8.59,
  "e_homo_ev": -9.27,
  "smiles": "O=PSO.O",
  "species": ["O", "O", "O", "P", "S", "H", "H", "H"],
  "xyz": [[-0.58814, 0.16693, 1.01565], [1.95369, 1.52082, -1.19517], [-2.22405, -1.85746, 1.41983], [-0.35848, -0.51286, -0.30542], [-1.56376, -2.27003, -0.02037], [-1.77363, -1.05934, 1.69686], [2.24223, 1.88879, -2.07045], [2.31215, 2.12316, -0.54092]],
  "nbo_charge": [-1.044, -0.949, -0.839, 1.136, 0.238, 0.505, 0.476, 0.476]
}

#Q
{
  "formula": "H3O3PS",
  "method": "ωB97M-V/def2-TZVPD",
  "orbital_gap_ev": 9.29,
  "e_homo_ev": -9.15,
  "smiles": "OP(O)(O)=S",
  "species": ["O", "O", "O", "P", "S", "H", "H", "H"],
  "xyz": [[-0.74376, 1.27691, 0.67700], [-0.59405, -0.41999, -1.10239], [-0.29094, -0.99828, 1.26713], [0.19168, 0.07857, 0.26360], [2.28409, 0.06843, -0.20532], [-0.82105, 2.10882, 0.12176], [0.10163, -0.30759, -1.75759], [-0.12760, -1.80688, 0.73582]],
  "nbo_charge": [-0.996, -0.988, -0.964, 2.026, -0.649, 0.543, 0.509, 0.519]
}

Relative energies in kJ/mol: #P 222.3; #Q 0.0

#P
{
  "formula": "CH3N2O",
  "method": "ωB97M-V/def2-TZVPD",
  "orbital_gap_ev": 10.68,
  "e_homo_ev": -17.54,
  "smiles": "N#[N+]CO",
  "charge": 1,
  "species": ["C", "N", "N", "O", "H", "H", "H"],
  "xyz": [[0.15762, -0.27160, -0.01713], [-2.24971, -0.06707, -0.21514], [-1.15484, -0.13060, -0.22773], [0.89626, 1.00625, -0.24603], [0.83328, -0.81222, -0.76903], [0.18153, -0.90319, 0.94035], [1.33586, 1.17843, 0.53471]],
  "nbo_charge": [-0.099, 0.424, 0.142, -0.609, 0.344, 0.300, 0.498]
}

#Q
{
  "formula": "CH3N2O",
  "method": "ωB97M-V/def2-TZVPD",
  "orbital_gap_ev": 14.05,
  "e_homo_ev": -19.89,
  "charge": 1,
  "species": ["C", "N", "N", "O", "H", "H", "H"],
  "xyz": [[-0.17505, -0.56669, -0.33163], [1.32732, 2.15609, 0.14532], [0.75561, 1.25580, -0.08563], [-0.42460, -1.01218, 0.81649], [0.72836, -0.95603, -0.80604], [-0.92132, -0.08371, -0.96254], [-1.29032, -0.79329, 1.22403]],
  "nbo_charge": [0.349, 0.219, -0.059, -0.521, 0.238, 0.227, 0.548]
}

Relative energies in kJ/mol: #P 196.1; #Q 0.0